No. 1
10
Properties=species:S:1:pos:R:3:nbo_charge:R:1 method="wB97M-V/def2-TZVPD" lumo_energy_ha=-0.028 homo_ev=-8.35
C 0.65 0.14 -1.09 -0.749
H 1.36 0.22 -1.89 0.241
P -0.45 -0.49 1.63 0.281
S 0.24 -1.92 4.15 -0.175
S 0.16 0.15 3.58 -0.155
H -2.30 -2.29 2.71 -0.036
P -0.46 -2.62 2.25 0.212
H -0.20 -0.37 -1.38 0.218
S 1.10 -0.90 0.29 -0.066
H 0.43 1.23 -0.79 0.228

No. 2
13
Properties=species:S:1:pos:R:3:nbo_charge:R:1 method="wB97M-V/def2-TZVPD" lumo_energy_ha=0.022 homo_ev=-10.36 smiles="O=CNCO.O"
O -1.18 -1.68 -1.46 -0.593
H -0.66 3.68 2.67 0.469
O 1.23 -1.38 0.99 -0.730
O -0.71 3.80 1.71 -0.934
H 0.75 -2.15 1.31 0.482
N 0.49 -0.22 -0.90 -0.635
H 0.27 -1.07 -2.75 0.114
H 1.44 -0.02 -1.15 0.390
H -0.38 2.98 1.33 0.466
C -0.19 -1.06 -1.76 0.539
H 0.49 0.51 1.06 0.159
H -0.70 -0.79 0.62 0.202
C 0.31 -0.42 0.52 0.073

No. 3
20
Properties=species:S:1:pos:R:3:lowdin_charge:R:1 method="wB97M-V/def2-TZVPD" lumo_energy_ha=0.227 homo_ev=-0.06 total_charge=-3
P 11.60 -15.19 -17.25 0.159
O 14.60 -20.88 -20.99 -0.108
O 12.75 -21.51 -19.95 -0.104
O 11.60 -18.07 -23.14 -0.086
O 11.82 -20.94 -16.62 -0.148
O 12.32 -21.67 -14.63 -0.106
F 11.51 -15.74 -15.73 -0.175
F 10.33 -14.20 -16.96 -0.204
F 12.60 -13.98 -16.75 -0.205
O 11.08 -19.89 -14.87 -0.101
O 10.84 -17.64 -21.13 -0.168
N 13.58 -20.63 -20.29 -0.603
O 10.01 -19.27 -22.29 -0.126
N 10.83 -18.31 -22.17 -0.630
F 11.67 -14.69 -18.78 -0.160
N 11.75 -20.84 -15.37 -0.631
O 13.53 -19.47 -19.75 -0.160
F 10.53 -16.35 -17.75 -0.262
F 12.86 -16.15 -17.53 -0.149
Rb 10.77 -19.09 -18.73 0.968

No. 4
114
Properties=species:S:1:pos:R:3:lowdin_charge:R:1 method="wB97M-V/def2-TZVPD" lumo_energy_ha="0.112 / 0.112" homo_ev="-1.67 / -1.69" total_charge=-2
C -2.91 3.77 -2.74 -0.078
N 1.64 1.49 0.41 0.045
C 0.01 3.14 1.16 -0.056
C 0.53 5.54 1.57 -0.031
C 2.80 1.53 -0.25 -0.304
H -5.12 -2.82 5.62 0.101
Cl -2.47 -4.96 -3.38 0.657
H 3.92 -4.12 0.18 0.104
C 1.70 -5.25 -1.22 -0.051
C 3.34 -0.90 -0.26 -0.301
C -0.25 -4.03 2.59 -0.019
H 0.26 2.41 -4.41 0.087
C -0.38 -5.47 -0.06 -0.038
H 7.53 2.86 0.23 0.099
C 0.51 -0.49 -4.86 -0.413
C -1.59 4.95 0.62 0.001
C 2.02 3.64 -0.27 -0.006
H 1.86 4.68 -0.45 0.099
C -1.49 -0.79 3.55 -0.122
C 5.67 0.31 -1.98 -0.007
C -0.86 -1.90 2.96 -0.257
C 3.67 0.44 -0.47 -0.118
C -1.71 2.75 2.97 -0.003
H -2.79 1.63 4.49 0.096
C -1.28 3.88 -4.48 -0.114
H -3.80 4.17 -2.27 0.096
Cl -0.26 -8.32 -2.83 0.618
C 2.18 -2.71 0.12 -0.267
C -2.15 -0.38 5.92 -0.035
C 0.22 -3.15 1.54 -0.266
C 3.02 -1.70 -3.75 -0.427
C -2.09 1.66 3.67 -0.014
C 0.18 -6.99 -1.80 -0.702
C -2.85 2.01 -0.99 -0.399
C -1.93 6.29 0.52 -0.091
H -2.82 -0.05 7.93 0.098
Cl -5.23 -4.94 -1.95 0.626
N -0.61 0.96 2.09 0.036
C 6.94 0.73 -2.33 -0.100
C -0.90 -3.24 3.49 -0.004
H -1.31 0.29 6.02 0.123
H 0.42 -1.55 -5.09 -0.026
H -1.33 -3.54 4.43 0.102
Cl -5.12 -1.69 8.24 0.620
Pb -0.12 -0.30 0.01 1.395
C 7.59 1.65 -1.53 -0.682
C -2.99 -0.58 7.00 -0.113
C -4.32 2.27 -0.67 -0.014
C -2.43 4.39 -3.86 -0.138
C 5.04 0.80 -0.84 -0.185
H 2.49 -2.57 -4.11 -0.024
O -0.39 1.20 -2.29 -0.369
H 3.67 -2.02 -2.94 -0.039
C -1.06 2.17 -2.74 -0.375
C 1.09 -3.55 0.49 -0.087
C -2.76 -3.85 -2.10 -0.713
C -3.20 -2.07 -0.05 -0.678
C -4.28 -2.14 5.70 -0.101
C -0.36 4.56 1.13 -0.183
C -1.95 -2.03 -0.66 -0.245
C 7.01 2.14 -0.38 -0.109
C 0.20 6.88 1.50 -0.110
Cl -3.55 -0.98 1.24 0.784
H -2.27 4.19 0.27 0.103
H -4.95 2.18 -1.55 0.079
C 0.85 -4.80 -0.20 -0.191
C -4.21 -2.95 -0.43 -0.720
C 4.28 -2.00 -0.23 -0.021
N -0.14 -1.89 1.81 0.021
C -0.76 2.29 1.98 -0.266
C -4.06 -1.45 6.88 -0.686
N 2.09 -1.39 -0.02 -0.015
H -3.64 -2.43 3.69 0.098
C -1.03 7.24 0.97 -0.680
H 5.35 -1.90 -0.33 0.103
C 1.38 -6.34 -2.00 -0.116
C -2.37 -1.04 4.71 -0.194
H -2.87 6.60 0.10 0.103
H 5.14 -0.38 -2.62 0.097
H 7.42 0.37 -3.23 0.101
H 3.92 3.20 -1.27 0.106
C -3.99 -3.85 -1.46 -0.727
C 5.74 1.71 -0.04 -0.026
H 2.04 -6.66 -2.79 0.100
H 2.61 -4.72 -1.44 0.093
H -4.62 1.53 0.07 0.058
H -0.49 -0.08 -4.76 -0.008
C -1.38 0.54 3.10 -0.274
Cl -1.44 8.93 0.87 0.622
H 1.49 5.24 1.97 0.123
C 3.55 -3.12 0.00 -0.031
H -0.92 4.34 -5.40 0.092
C -0.63 2.81 -3.95 -0.029
Cl -0.28 -2.96 -2.55 0.723
O -2.25 1.25 -0.25 -0.092
H -2.00 3.78 3.13 0.102
C -2.27 2.66 -2.15 -0.105
H -1.12 -5.08 0.62 0.108
H -1.67 -7.04 -0.71 0.105
C -3.44 -1.93 4.63 -0.035
Cl -5.76 -2.91 0.34 0.622
H 0.87 7.64 1.85 0.098
Cl 9.18 2.21 -1.98 0.620
C -0.71 -6.56 -0.83 -0.127
H 5.27 2.09 0.85 0.126
H -0.03 -5.07 2.67 0.106
Te 1.58 -0.21 -2.99 1.298
H -2.93 5.25 -4.28 0.078
H 1.02 0.00 -5.69 -0.011
H 3.64 -1.32 -4.57 -0.019
C 1.14 2.75 0.45 -0.246
C -1.78 -2.94 -1.70 -0.690
C 3.07 2.89 -0.69 -0.017
H -4.45 3.26 -0.23 0.070

No. 5
19
Properties=species:S:1:pos:R:3:nbo_charge:R:1 method="wB97M-V/def2-TZVPD" lumo_energy_ha="-0.259 / -0.291" multiplicity=2 homo_ev="-14.30 / -14.08" total_charge=+1
H -1.94 0.09 -1.53 0.287
H 0.22 -1.64 -0.02 0.372
C -1.37 0.66 -0.74 -0.443
H 1.87 -1.42 0.55 0.367
H 0.62 0.26 -1.72 0.267
H -2.96 0.46 0.71 0.252
H 2.58 1.00 -0.80 0.262
H -1.31 1.80 -0.77 0.302
N 0.89 1.07 0.28 -0.142
C 0.10 0.31 -0.76 0.062
H 0.21 -0.81 -0.24 -0.067
O -2.45 -1.44 -0.04 -0.573
C -2.03 0.00 0.60 -0.372
C 2.23 0.64 0.19 -0.156
H 2.73 1.35 0.92 0.234
H 3.38 -1.05 -0.08 0.414
H -2.15 -1.07 1.05 0.456
N 2.54 -0.73 0.46 -0.801
H -1.21 0.49 1.35 0.281

No. 6
43
Properties=species:S:1:pos:R:3:nbo_charge:R:1 method="wB97M-V/def2-TZVPD" lumo_energy_ha=0.022 homo_ev=-7.60 smiles="CCn1cc(C(=S)N2CCC(C(N)=O)CC2)c2ccccc21"
S 1.82 -1.58 2.37 -0.197
C 0.76 -1.13 1.18 0.157
H -2.43 3.77 1.63 0.212
C -0.38 -1.62 -0.95 -0.219
H -1.03 -0.80 -0.64 0.237
H 2.91 -3.38 -2.00 0.226
H 0.56 -3.46 -2.77 0.227
H 2.71 -1.04 -5.33 0.407
C -1.30 1.94 1.49 0.203
H -1.35 3.42 4.16 0.214
C -2.50 1.66 3.66 -0.201
C 2.23 -2.57 -1.75 -0.395
H -1.04 -0.66 3.38 0.227
O 1.34 -3.09 -5.09 -0.608
C 1.60 -2.31 -4.20 0.683
H 0.20 3.40 -1.72 0.212
N -1.64 1.22 2.60 -0.357
H -0.92 1.99 5.09 0.217
C -1.75 2.54 4.66 -0.614
H -3.34 2.22 3.23 0.204
H -2.90 0.78 4.17 0.209
C -1.17 3.69 -0.11 -0.217
C 0.19 1.72 -0.42 -0.194
H -0.74 -1.38 -3.05 0.227
H 2.59 -0.57 -3.67 0.391
C 1.09 -2.50 -2.78 -0.319
N 2.34 -1.20 -4.41 -0.830
C 0.12 -1.39 -2.38 -0.395
N 0.73 -1.73 -0.02 -0.408
C -0.22 2.97 -0.83 -0.232
H 0.61 -0.42 -2.44 0.198
C -0.36 1.18 0.74 -0.095
H -0.95 -2.56 -0.92 0.192
H 0.95 1.18 -0.96 0.207
C 1.65 -2.80 -0.36 -0.234
C -0.94 0.06 2.59 0.054
H -2.41 2.86 5.46 0.214
H 2.44 -2.81 0.39 0.259
C -1.71 3.20 1.06 -0.250
H 2.79 -1.64 -1.75 0.195
C -0.16 -0.04 1.47 -0.214
H -1.47 4.67 -0.46 0.214
H 1.12 -3.76 -0.33 0.193

No. 7
23
Properties=species:S:1:pos:R:3:nbo_charge:R:1 method="wB97M-V/def2-TZVPD" lumo_energy_ha="0.033 / 0.033" homo_ev="-6.43 / -6.43"
N 1.91 1.95 -0.28 -0.888
H 0.18 0.02 1.15 0.193
H 2.75 2.52 -0.37 0.367
H 3.05 0.14 1.11 0.459
C -2.22 -0.55 -0.06 -0.442
H -0.49 1.15 -0.93 0.223
H -0.28 -0.43 -1.85 0.206
H -2.20 -1.40 0.62 0.184
H 1.71 -2.02 0.55 0.241
H -2.77 1.53 -0.13 0.202
H 1.49 2.14 0.62 0.355
H 0.55 -2.42 -0.71 0.213
H -2.48 0.92 1.51 0.196
H -2.61 -0.87 -1.02 0.189
H 0.06 -2.46 0.99 0.217
O 3.17 -0.05 0.17 -0.742
H 2.31 0.38 -1.59 0.154
H -3.97 0.53 0.67 0.209
C -2.89 0.67 0.53 -0.645
C -0.33 0.08 -0.90 -0.311
C 0.29 -0.49 0.20 -0.118
C 0.67 -1.93 0.26 -0.661
C 2.11 0.57 -0.54 0.201

No. 8
9
Properties=species:S:1:pos:R:3:nbo_charge:R:1 method="wB97M-V/def2-TZVPD" lumo_energy_ha=-0.101 homo_ev=-8.73
N -0.42 -0.11 -1.59 -1.100
H 0.17 0.67 -1.72 0.392
N 1.77 -0.27 1.15 -0.838
H 0.07 -1.06 -1.57 0.416
H 1.39 -0.83 1.78 0.304
Cl -2.17 -1.29 0.39 -0.230
H 2.05 0.59 1.57 0.325
P -0.96 0.29 0.00 1.131
S -1.91 2.00 0.00 -0.401

E_tot: -1917.7190 -360.8750 -1806.0252 -7280.8130 -343.6777 -1298.1427 -367.4226 -1311.5542 (hartree)